Entry 1:
{
  "formula": "C3H6OS",
  "method": "ωB97M-V/def2-TZVPD",
  "species": ["O", "C", "C", "C", "S", "H", "H", "H", "H", "H", "H"],
  "positions_angstrom": [[1.8292, 0.0245, -0.9950], [1.7565, -0.0986, 0.1991], [0.6538, 0.5262, 1.0146], [-0.6302, -0.3200, 0.9362], [-1.5391, -0.1324, -0.6116], [2.5466, -0.6650, 0.7343], [0.9444, 0.6090, 2.0586], [0.4523, 1.4824, 0.5347], [-1.3238, -0.0144, 1.7143], [-0.4375, -1.3738, 1.1130], [-2.5555, 0.5362, -0.0661]],
  "atomic_forces_ev_per_a": [[-0.0293, -0.0759, -0.0270], [0.3059, 0.1318, -0.0647], [-0.2603, -0.4266, -0.4050], [-0.0573, 0.1666, 0.3685], [-0.0807, -0.1143, -0.4009], [-0.1640, -0.1028, 0.0840], [0.1438, 0.2237, 0.0604], [-0.0131, 0.2206, 0.3687], [0.1261, 0.0453, 0.1501], [0.1537, -0.1372, -0.0720], [-0.1247, 0.0688, -0.0621]],
  "nbo_charge": [-0.507, 0.436, -0.526, -0.516, -0.016, 0.106, 0.218, 0.242, 0.229, 0.217, 0.117],
  "homo_energy_ha": -0.337,
  "relative_energy_ev": 0.7003,
  "smiles": "O=CCCS",
  "gap_ev": 9.864,
  "energy_ev": -16090.2904,
  "largest_force_ha_per_bohr": 0.0125
}


Entry 2:
{
  "formula": "C21H17N9O",
  "method": "ωB97M-V/def2-TZVPD",
  "species": ["O", "N", "N", "N", "N", "N", "N", "C", "C", "C", "C", "C", "C", "C", "C", "C", "C", "C", "C", "C", "C", "C", "C", "C", "C", "C", "N", "N", "N", "C", "C", "H", "H", "H", "H", "H", "H", "H", "H", "H", "H", "H", "H", "H", "H", "H", "H", "H"],
  "positions_angstrom": [[-4.0653, 0.5686, -0.9712], [5.6664, -1.0242, -4.0333], [-2.4923, 3.2227, 7.0696], [2.0272, -2.7972, -2.4157], [-1.0857, 1.0065, 5.9746], [-1.2266, 0.0032, 1.9606], [-0.3171, -2.6000, -2.1612], [-3.0283, -0.0400, -1.0782], [5.0314, -0.1793, -4.8392], [3.5943, -0.2289, -4.5747], [0.6510, 0.5436, -3.6064], [3.4216, -1.1439, -3.5672], [-0.6988, 0.7711, -3.3868], [0.8156, -3.2455, -2.0643], [-1.8123, 2.3615, 7.8399], [-1.0904, 1.2963, 7.3052], [-2.5035, 2.9060, 5.7571], [-1.1286, 0.4169, 3.2440], [2.1131, -1.5921, -3.0429], [-1.8275, 1.7973, 5.1912], [-2.1733, 0.4878, 1.1945], [-0.2355, -1.3790, -2.6910], [-3.0358, 1.4887, 1.6265], [-2.9354, 1.9832, 2.9443], [0.9521, -0.8332, -3.1619], [-1.9845, 1.4236, 3.7581], [-2.1176, -0.0895, -0.0609], [4.7054, -1.6096, -3.2638], [-1.2600, -0.4330, -2.8790], [5.0299, -2.5288, -2.1830], [-2.6725, -0.6035, -2.4550], [5.4864, 0.4054, -5.6114], [2.8479, 0.3566, -5.1434], [1.3490, 1.2533, -4.0410], [-1.1542, 1.7462, -3.4893], [0.7787, -4.2398, -1.6711], [-1.8435, 2.4508, 8.9084], [-0.5272, 0.6517, 7.9833], [-3.0848, 3.5371, 5.0685], [-0.3682, -0.0505, 3.8714], [-3.8163, 1.9188, 0.9916], [-3.6517, 2.7161, 3.2557], [-1.3240, -0.6827, -0.2241], [4.7762, -3.5506, -2.4558], [4.4016, -2.2533, -1.2851], [6.1033, -2.4539, -1.8973], [-2.9608, -1.6651, -2.5250], [-3.3293, -0.0893, -3.1648]],
  "atomic_forces_ev_per_a": [[-0.8800, 0.0743, 0.0832], [-0.9214, -0.0587, 0.3665], [0.0681, -0.9355, -1.1166], [0.3160, 0.6609, -0.9502], [-0.1214, 0.4195, 1.3265], [1.1135, -0.3342, 2.4593], [-1.6528, 0.5805, -0.0838], [0.2103, 1.1646, 0.0752], [-2.4676, -0.9652, 1.1045], [1.3973, 0.9729, -1.2584], [-0.8837, -0.6049, 0.2722], [0.8524, -0.0014, -0.2749], [2.2924, -1.7714, 0.2387], [0.8682, 0.6418, -0.2353], [0.1958, -0.3957, -0.8559], [-0.2325, 0.0009, -1.1277], [0.0467, 0.1846, 0.1303], [-0.8471, 0.4833, -1.3501], [0.3796, -1.4273, 1.1049], [-0.3391, 0.2262, 0.9412], [-0.2001, 0.5940, 0.3051], [-0.5103, 0.5948, -0.2555], [-1.0264, 1.0246, 0.2906], [0.0761, -1.2275, -1.9968], [0.1648, 2.2233, -0.8437], [1.3838, -0.7068, 1.1845], [-0.2950, -0.6252, -1.7634], [-0.7404, 0.6002, -0.3702], [-0.4587, -0.0293, 0.6586], [-0.0043, 0.3869, 1.1977], [0.7682, -0.4672, -0.4009], [0.5136, 0.0371, 0.0121], [0.5830, -0.7220, 0.6160], [-0.2986, -0.1591, 0.3505], [-0.6842, -0.4954, 0.0105], [-0.0076, -0.4127, 0.3179], [-0.0450, 0.4600, 0.3406], [-0.0763, 0.0620, -0.4070], [0.3021, -0.0344, 0.6765], [-0.2521, 0.2229, -0.2515], [0.4637, -0.4592, 0.0701], [-0.0816, 0.2766, 0.1952], [0.3567, -0.1401, 0.3114], [0.0674, -0.0004, -0.0287], [0.7369, -0.3410, -0.9792], [-0.8059, 0.1016, -0.5006], [0.4094, 0.2562, 0.1751], [0.2663, 0.0650, 0.2355]],
  "nbo_charge": [-0.596, -0.227, -0.362, -0.479, -0.390, -0.443, -0.485, 0.667, -0.059, -0.298, -0.262, 0.070, -0.022, 0.259, -0.024, -0.002, 0.003, 0.088, 0.256, 0.161, 0.363, 0.372, -0.270, -0.130, -0.169, -0.155, -0.603, -0.151, -0.369, -0.407, -0.307, 0.212, 0.228, 0.232, 0.237, 0.183, 0.200, 0.203, 0.192, 0.227, 0.253, 0.220, 0.423, 0.219, 0.219, 0.227, 0.253, 0.245],
  "homo_energy_ha": -0.322,
  "relative_energy_ev": 0.0000,
  "smiles": "Cn1nccc1-c1ncnc2c1ccn2CC(=O)Nc1ccc(-c2cnccn2)cn1",
  "gap_ev": 8.670,
  "energy_ev": -37510.9922,
  "largest_force_ha_per_bohr": 0.0565
}


Entry 3:
{
  "formula": "C14H7Cl4O7S2",
  "method": "ωB97M-V/def2-TZVPD",
  "species": ["Cl", "C", "C", "Cl", "C", "O", "C", "O", "C", "Cl", "C", "Cl", "C", "O", "C", "S", "O", "O", "C", "C", "C", "C", "C", "C", "S", "O", "O", "H", "H", "H", "H", "H", "H", "H"],
  "positions_angstrom": [[1.2060, -1.1255, 7.1915], [0.5804, -0.7459, 5.6442], [0.7022, 0.5364, 5.1375], [1.3841, 1.8085, 6.0400], [0.1181, 0.9155, 3.8528], [0.3645, 1.9843, 3.2952], [-0.9200, -0.0282, 3.2503], [-1.8768, 0.4649, 2.6392], [-0.8387, -1.3914, 3.7314], [-1.8665, -2.4976, 2.9474], [-0.1024, -1.7487, 4.8622], [-0.1651, -3.3559, 5.4500], [-2.9412, -0.2814, 0.0811], [-1.6234, -0.9031, -0.3883], [-0.6443, -0.2582, -0.9652], [0.6415, -1.3313, -1.6690], [1.7055, -1.5912, -0.7230], [-0.0979, -2.4008, -2.3076], [1.1968, -0.2116, -2.9647], [0.4076, 0.9089, -3.1598], [0.7745, 1.8354, -4.1348], [1.9474, 1.6610, -4.8680], [2.7338, 0.5224, -4.6669], [2.3321, -0.4398, -3.7434], [-1.0198, 1.1115, -2.0602], [-2.2048, 0.6946, -2.7986], [-0.9606, 2.4083, -1.4271], [-3.5313, -1.1716, 0.3071], [-2.6945, 0.2731, 0.9892], [-3.4427, 0.3134, -0.6875], [0.1122, 2.6791, -4.3048], [2.2221, 2.3876, -5.6332], [3.6251, 0.3606, -5.2719], [2.8762, -1.3831, -3.6451]],
  "atomic_forces_ev_per_a": [[0.0242, -0.1325, -0.0109], [0.2558, 1.6565, -0.9044], [-0.3215, -1.3743, 0.7758], [0.3395, 0.1703, 0.1548], [0.0912, 1.3108, -1.4742], [-0.2700, -1.2032, 0.8197], [-0.7988, 1.4995, 0.6245], [1.4901, -0.8775, 0.8475], [0.5681, -0.9306, 1.0297], [-0.1034, -0.3617, -0.1341], [-1.1849, 0.4571, -1.3448], [0.0567, -0.0855, 0.0065], [1.9915, -0.9236, -0.6693], [-3.7059, -1.1769, 1.0827], [2.9108, 2.7740, -1.1156], [-2.5905, 1.6131, 0.5847], [-0.1218, -0.2860, -0.7744], [1.0100, -0.7875, 0.0048], [0.1919, -0.1791, 0.2863], [0.3405, 0.3919, 0.1659], [-0.1838, 0.0512, 0.1229], [-0.2335, -0.1820, 0.0215], [-0.3564, -0.0948, -0.0824], [0.0239, -0.1281, 0.1097], [0.6945, -2.6472, 0.4068], [-0.1880, 1.1092, -0.1454], [-0.2375, -0.1396, -0.5731], [0.1190, 0.2000, 0.0261], [-0.1963, 0.0157, -0.3857], [0.4496, -0.0974, -0.0209], [0.2321, 0.0559, 0.0008], [-0.0452, -0.1484, 0.2482], [-0.1900, 0.0331, 0.1665], [-0.0623, 0.4174, 0.1495]],
  "nbo_charge": [0.062, -0.075, -0.161, 0.059, 0.394, -0.468, 0.397, -0.489, -0.144, 0.075, -0.086, 0.059, -0.259, -0.524, -0.472, 2.120, -0.922, -0.941, -0.317, -0.187, -0.221, -0.209, -0.211, -0.184, 2.085, -0.960, -0.920, 0.187, 0.233, 0.199, 0.228, 0.212, 0.211, 0.229],
  "homo_energy_ha": -0.105,
  "relative_energy_ev": 2.3978,
  "gap_ev": 2.951,
  "energy_ev": -100719.8327,
  "total_charge": -1,
  "largest_force_ha_per_bohr": 0.0811
}


Entry 4:
{
  "formula": "C5H9NO",
  "method": "ωB97M-V/def2-TZVPD",
  "species": ["C", "C", "C", "C", "C", "N", "O", "H", "H", "H", "H", "H", "H", "H", "H", "H"],
  "positions_angstrom": [[-1.5007, -1.2341, -0.1185], [-0.4979, -0.1780, -0.5555], [-0.7407, 1.3109, -0.1824], [0.6993, 1.4421, 0.4066], [0.8007, -0.0210, 0.1656], [1.6120, -0.9509, 0.2547], [2.9347, -0.8806, 0.6725], [-2.4139, -1.1246, -0.7120], [-1.7618, -1.1293, 0.9400], [-1.1233, -2.2528, -0.2721], [-0.2734, -0.3164, -1.6224], [-0.9690, 1.9647, -1.0206], [-1.5063, 1.3959, 0.5905], [0.7893, 1.7578, 1.4497], [1.4163, 2.0060, -0.1970], [2.5347, -1.7899, 0.2009]],
  "atomic_forces_ev_per_a": [[-0.0732, 0.0427, 0.0194], [-0.2944, 0.1471, -0.0811], [-0.3709, 0.3723, -0.0663], [-0.0295, 0.2899, 0.0154], [0.0231, -0.1827, -0.1085], [-1.9441, -0.0398, -0.3898], [-0.0745, -1.2432, -0.3589], [0.0239, -0.0570, 0.1223], [0.0495, 0.0261, -0.1183], [0.0295, 0.2775, 0.0069], [-0.1218, 0.1693, 0.1330], [-0.0914, 0.0990, 0.0984], [0.0028, 0.1363, -0.0972], [-0.0714, -0.0182, -0.1704], [-0.1572, 0.0421, 0.0537], [3.0996, -0.0613, 0.9414]],
  "nbo_charge": [-0.602, -0.249, -0.383, -0.474, 0.258, -0.235, -0.594, 0.212, 0.207, 0.221, 0.213, 0.211, 0.207, 0.233, 0.232, 0.541],
  "homo_energy_ha": -0.344,
  "relative_energy_ev": 5.1255,
  "gap_ev": 10.399,
  "energy_ev": -8864.0871,
  "largest_force_ha_per_bohr": 0.0630
}